Density functional theory data (wB97M-V/def2-TZVPD) for C25H62Br6Cl6N4O4 as an isolated structure.

Geometry as XYZ:
```
107
Properties=species:S:1:pos:R:3
Br -3.9370 -3.2298 4.9847
C -5.3580 -2.5146 6.2289
C -5.3015 -3.3997 7.4531
Br -6.5065 -2.7469 8.9223
H -6.3569 -2.5971 5.8006
H -5.1773 -1.4535 6.4006
H -4.2746 -3.2825 7.7991
H -5.4757 -4.4630 7.2884
Br 0.6949 0.6330 1.4979
C -0.2479 -1.1091 1.7595
C -0.9964 -1.4887 0.4401
Br 0.4458 -2.2406 -0.7153
H -0.8874 -0.9771 2.6323
H 0.5247 -1.8430 1.9885
H -1.4396 -0.6333 -0.0697
H -1.7296 -2.2920 0.5130
Br 2.3140 -1.7119 -5.6332
C 4.2816 -1.5255 -5.4890
C 4.5103 -0.9517 -4.1348
Br 6.4917 -0.7068 -3.8433
H 4.6876 -0.9358 -6.3109
H 4.7991 -2.4848 -5.4949
H 4.0991 -1.5956 -3.3573
H 4.0548 0.0195 -3.9418
C 2.6188 5.9151 -4.1909
C 1.6396 4.9144 -4.7943
C 0.7125 4.3048 -3.7360
O -0.0388 3.2009 -4.3190
C -0.1233 2.1303 -3.4580
N 0.8037 5.5384 -5.6928
H 2.2806 6.9509 -4.1620
H 3.5134 5.8235 -4.8069
H 2.9142 5.6177 -3.1848
H 2.1133 4.0652 -5.2870
H 0.0109 5.0664 -3.3956
H 1.2813 4.0713 -2.8360
H -0.7028 1.3172 -3.8952
H -0.5697 2.5034 -2.5363
H 0.8317 1.7045 -3.1504
H 0.2784 4.7812 -6.1063
H 0.0514 6.0892 -5.3045
C 2.0700 6.4454 2.4215
C 1.8594 7.8131 1.8625
C 3.1439 8.6803 1.9694
O 3.1291 10.0034 1.4532
C 2.3275 10.9428 2.0969
N 1.4834 7.6129 0.4535
H 1.1456 5.8729 2.3450
H 2.3776 6.5156 3.4648
H 2.8980 5.9495 1.9149
H 1.0443 8.2709 2.4229
H 3.9657 8.2861 1.3715
H 3.3990 8.7243 3.0282
H 2.7096 11.4331 2.9923
H 1.2770 10.6529 2.1182
H 2.2020 11.7321 1.3557
H 0.9803 8.4309 0.1406
H 2.3884 7.8258 0.0589
C 2.7562 -7.6230 4.0922
C 3.0470 -6.1746 4.5169
C 4.3838 -5.9820 5.1240
O 4.4903 -4.6431 5.7030
C 3.8092 -4.4475 6.9559
N 2.8679 -5.3083 3.3641
H 1.8134 -7.7324 3.5562
H 2.6606 -8.2528 4.9767
H 3.5329 -7.9524 3.4021
H 2.2043 -5.8907 5.1473
H 5.1632 -6.1280 4.3761
H 4.4864 -6.8500 5.7753
H 4.1918 -3.5171 7.3754
H 4.0140 -5.2449 7.6703
H 2.7421 -4.3508 6.7558
H 3.1788 -4.3805 3.6142
H 3.5988 -5.6434 2.7528
C -6.0821 -0.9131 -4.8062
C -4.5508 -0.7190 -4.6851
C -3.7579 -1.9809 -5.2852
O -3.8257 -2.9654 -4.2072
C -3.3189 -4.3051 -4.4966
N -4.2311 0.6368 -5.1909
H -6.7098 -0.3455 -4.1193
H -6.3911 -1.9333 -4.5786
H -6.5263 -0.5047 -5.7139
H -4.3234 -0.6655 -3.6205
H -2.7030 -1.7159 -5.3563
H -4.0097 -2.3618 -6.2750
H -2.2825 -4.1050 -4.7683
H -3.9206 -4.5694 -5.3662
H -3.5027 -5.0160 -3.6910
H -3.4336 1.1574 -4.8546
H -3.9486 0.6077 -6.1602
C -6.4530 -3.7115 -0.4861
Cl -7.0367 -4.4976 -2.0005
Cl -7.7071 -3.2518 0.6630
H -5.8869 -4.4822 0.0371
H -5.8446 -2.8647 -0.8037
C -0.8271 2.0635 6.4830
Cl -2.3886 1.8019 5.6974
Cl -0.1359 0.4559 6.5002
H -0.2598 2.8033 5.9182
H -1.0695 2.4598 7.4691
C 1.3801 -7.3212 -3.2179
Cl 0.1466 -8.3864 -4.1190
Cl 2.6315 -6.6593 -4.2953
H 0.8791 -6.4622 -2.7716
H 1.9183 -7.7829 -2.3900
```

Its spin multiplicity is 1.

***

Density functional theory data (wB97M-V/def2-TZVPD) for a 6-piece molecular cluster, C25H62ClFO17PS5 overall.

Geometry as XYZ:
```
112
Properties=species:S:1:pos:R:3
C 2.6995 3.2161 0.4871
C 2.1814 4.6042 0.8652
C 0.9272 4.5798 1.7614
F 0.4193 3.2922 1.8400
C -0.2131 5.5590 1.3764
C -0.3719 5.9384 -0.1235
O -1.7225 5.8691 -0.4348
P -2.6793 4.8877 0.5738
Cl -1.5175 2.9900 -0.4390
C -3.7453 6.2612 1.2621
C -5.2588 6.0183 1.3105
C -5.8240 4.8603 2.1615
C -6.0315 3.5743 1.3584
C -5.0370 4.5965 3.4525
O -1.4381 5.0527 1.7758
H 3.3995 3.2929 -0.3466
H 3.2304 2.7410 1.3154
H 1.8787 2.5701 0.1806
H 2.9675 5.1347 1.4104
H 2.0063 5.1704 -0.0478
H 1.2388 4.8339 2.7809
H -0.0152 6.4750 1.9568
H -0.0338 6.9698 -0.2786
H 0.2191 5.2997 -0.7868
H -3.5744 4.6888 -0.5083
H -3.2174 3.8675 1.3728
H -3.3693 6.5766 2.2384
H -3.5842 7.1062 0.5863
H -5.6346 5.9104 0.2870
H -5.7176 6.9375 1.6955
H -6.8282 5.1773 2.4668
H -6.5890 3.7975 0.4468
H -5.0841 3.1105 1.0815
H -6.6168 2.8513 1.9364
H -5.7075 4.2705 4.2525
H -4.5176 5.4889 3.8040
H -4.2890 3.8153 3.3115
O 6.2671 1.1056 -0.7692
S 6.6221 0.1863 0.2701
O 7.7420 -0.6843 0.0525
O 5.3579 -0.6488 0.6931
C 4.5651 -1.2773 -0.3578
C 5.2703 -2.4595 -0.9755
C 6.8398 1.0414 1.7903
H 4.3133 -0.5147 -1.0950
H 3.6536 -1.5674 0.1585
H 6.1662 -2.1499 -1.5126
H 4.6013 -2.9530 -1.6814
H 5.5673 -3.1823 -0.2163
H 5.9803 1.6865 1.9499
H 7.7514 1.6261 1.6881
H 6.9400 0.3093 2.5867
O 9.1195 -6.4560 -1.2401
S 8.3022 -5.6652 -2.1106
O 6.9354 -5.4309 -1.7531
O 8.3703 -6.2737 -3.5711
C 8.0838 -7.6927 -3.7213
C 6.6263 -8.0049 -3.4809
C 9.0699 -4.1243 -2.4541
H 8.7380 -8.2562 -3.0551
H 8.3814 -7.9005 -4.7464
H 6.3498 -7.8312 -2.4427
H 6.4204 -9.0481 -3.7200
H 5.9988 -7.3697 -4.1060
H 10.1019 -4.3009 -2.7431
H 9.0154 -3.5437 -1.5345
H 8.5118 -3.6301 -3.2446
O -9.2734 4.2050 -0.5281
S -10.1862 5.0175 0.2136
O -9.7413 5.6841 1.3966
O -11.4755 4.1478 0.5456
C -11.2374 2.8643 1.1877
C -10.8465 2.9909 2.6427
C -10.9580 6.1857 -0.8491
H -10.4836 2.3270 0.6116
H -12.1872 2.3458 1.0745
H -9.8772 3.4722 2.7568
H -10.7911 1.9925 3.0787
H -11.5850 3.5758 3.1911
H -11.3158 5.6724 -1.7368
H -10.1883 6.9110 -1.1048
H -11.7699 6.6643 -0.3086
O 1.7380 -1.8524 1.5843
S 0.9868 -1.3967 2.7213
O 1.6990 -1.1375 3.9366
O -0.1726 -2.4512 3.0014
C 0.2096 -3.8418 3.1090
C 0.8936 -4.1711 4.4177
C -0.0102 -0.0312 2.2915
H 0.8312 -4.0984 2.2501
H -0.7350 -4.3741 3.0148
H 1.8567 -3.6720 4.5012
H 1.0512 -5.2496 4.4727
H 0.2766 -3.8609 5.2609
H -0.5513 -0.2501 1.3754
H 0.6600 0.8142 2.1359
H -0.6895 0.1834 3.1117
O 3.0534 -6.0561 -5.5507
S 2.7147 -6.5681 -4.2555
O 2.9791 -7.9479 -3.9745
O 1.1951 -6.2379 -3.9576
C 0.2135 -6.6282 -4.9537
C -0.0607 -8.1149 -4.9597
C 3.4173 -5.5660 -2.9950
H 0.5489 -6.2687 -5.9269
H -0.6716 -6.0633 -4.6702
H 0.8115 -8.6823 -5.2783
H -0.8812 -8.3177 -5.6495
H -0.3447 -8.4569 -3.9648
H 3.1891 -4.5264 -3.2130
H 4.4931 -5.7367 -3.0092
H 3.0020 -5.8708 -2.0382
```

The charge is -1. Its spin multiplicity is 1.

***

Density functional theory data (wB97M-V/def2-TZVPD) for a 5-piece molecular cluster, C25H62N5O11P2 overall.

Geometry as XYZ:
```
105
Properties=species:S:1:pos:R:3
C -0.4898 2.0925 -4.0883
C -0.0934 1.5030 -2.5860
P 1.3620 0.2278 -2.6451
C 2.1311 0.1306 -0.9076
C 3.4518 -0.8293 -0.7688
C 0.5889 -1.4389 -3.2192
C 0.3569 -2.5324 -2.0188
O -0.1094 -2.1655 -0.7920
O 0.5559 -4.0135 -2.1599
N 1.2954 -1.9543 -4.4455
C 0.5180 -2.9965 -5.2058
C -0.0205 -2.3293 -6.6333
C 0.9387 -1.0731 -7.1386
O 0.7300 0.2138 -6.7609
O 2.0793 -1.3727 -8.0315
P 3.0048 -2.3247 -4.2242
O 3.9820 -1.0526 -4.2139
O 3.5265 -3.2651 -5.6394
O 3.4191 -3.2897 -2.8398
H -0.8823 1.2262 -4.8033
H 0.4118 2.6277 -4.6096
H -1.3971 2.8448 -3.9275
H 0.1353 2.3709 -1.8061
H -1.0841 0.9700 -2.1896
H 1.3616 -0.1471 -0.0387
H 2.4951 1.2344 -0.6342
H 3.9952 -0.5046 0.2415
H 3.1711 -1.9769 -0.5978
H 4.2394 -0.6741 -1.6245
H -0.5101 -1.1431 -3.5859
H 1.0508 -4.0287 -5.3439
H -0.4780 -3.2278 -4.5894
H -0.1716 -3.1624 -7.4415
H -1.0687 -1.8282 -6.3662
H 2.1062 -0.6337 -8.7343
H 3.6988 -2.5353 -6.3243
H 4.3988 -3.2095 -2.5942
C 1.6316 2.2639 2.7473
C 2.9385 3.0474 2.6622
C 2.8204 4.5035 3.1695
O 2.1824 5.3951 2.2520
C 0.7636 5.3601 2.2903
N 3.4351 2.9976 1.2790
H 0.9184 2.5462 1.9678
H 1.8225 1.1910 2.6282
H 1.1499 2.4083 3.7201
H 3.6637 2.5341 3.3054
H 3.8349 4.8971 3.3030
H 2.3391 4.5489 4.1545
H 0.3807 5.1811 3.2996
H 0.3899 4.6021 1.5992
H 0.3902 6.3292 1.9472
H 4.3532 3.4415 1.2463
H 2.8455 3.6238 0.7223
C -0.8245 -1.0543 8.1538
C -0.1538 0.3166 8.1528
C -0.7815 1.3110 7.1485
O -0.4076 1.0853 5.7872
C -1.1647 0.0803 5.1296
N 1.2861 0.1427 7.9101
H -0.5510 -1.6590 7.2846
H -0.5262 -1.6234 9.0419
H -1.9152 -0.9578 8.1735
H -0.2837 0.7389 9.1567
H -0.4114 2.3140 7.3916
H -1.8732 1.3512 7.2506
H -2.2060 0.0601 5.4649
H -0.6966 -0.8951 5.2753
H -1.1525 0.2927 4.0567
H 1.7439 1.0498 8.0031
H 1.4012 -0.0840 6.9177
C 0.1229 -9.4942 -2.9377
C -0.0024 -8.0746 -2.3916
C -1.0232 -7.2042 -3.1611
O -0.5499 -6.7186 -4.4197
C -0.6682 -7.6457 -5.4884
N 1.3296 -7.4520 -2.3719
H 0.6906 -9.5390 -3.8713
H 0.6463 -10.1342 -2.2178
H -0.8638 -9.9348 -3.1159
H -0.3571 -8.1581 -1.3570
H -1.2250 -6.3103 -2.5592
H -1.9840 -7.7205 -3.2796
H -1.5611 -8.2714 -5.3971
H 0.2290 -8.2652 -5.5464
H -0.7375 -7.0809 -6.4224
H 1.2563 -6.5400 -1.9204
H 1.5712 -7.2220 -3.3405
C -4.0269 4.8044 2.8322
C -3.1980 5.9545 2.2669
C -3.8458 7.3434 2.4741
O -4.9222 7.6288 1.5776
C -6.1732 7.0848 1.9707
N -2.9269 5.6932 0.8454
H -4.8946 4.5642 2.2114
H -3.4207 3.8933 2.8951
H -4.3823 5.0358 3.8419
H -2.2415 5.9557 2.8037
H -3.0838 8.1044 2.2688
H -4.1574 7.4910 3.5157
H -6.2988 7.0777 3.0576
H -6.2861 6.0772 1.5658
H -6.9644 7.7029 1.5367
H -2.2960 6.4149 0.4962
H -3.7974 5.8668 0.3338
```

The charge is -1. Its spin multiplicity is 1.

***

Density functional theory data (wB97M-V/def2-TZVPD) for a 9-piece molecular cluster, C25H64BBrCl2INO15PS overall.

Geometry as XYZ:
```
112
Properties=species:S:1:pos:R:3
C -0.4933 -2.7197 2.1539
C 0.0491 -1.2741 2.2980
C -0.5201 -0.2781 1.2497
Cl -0.8347 -1.0486 -0.3501
C 0.3989 0.9661 1.1256
C 1.6105 0.6257 0.2020
C 1.6130 1.2648 -1.2366
C 3.1177 1.4292 -1.6422
I 3.9953 -0.5825 -1.6994
C 3.3188 1.9866 -3.0710
C 2.6622 1.1463 -4.1910
C 0.7918 2.5718 -1.3839
C -0.2792 2.4106 -2.5007
C -0.1532 3.4834 -3.5882
O 0.8215 3.7894 -4.0975
Cl -1.6881 4.3412 -4.0210
N 0.2432 3.1545 -0.1194
B -0.5418 4.4134 -0.4935
O 0.2218 5.4437 -1.0161
O -1.8927 4.5609 -0.4529
P 1.5373 3.7823 1.0746
O 0.8034 5.1065 1.7234
Br 3.2971 4.6363 0.0064
C -0.5524 2.0932 0.5967
C -1.3546 2.5784 1.8174
C -2.9077 2.6641 1.7037
C -3.5944 2.0020 0.4998
C -5.0245 2.6205 0.2715
S -6.1922 1.3127 0.7168
O -7.5441 1.7061 0.5617
O -5.8198 0.9175 2.0250
O -5.8461 0.1321 -0.3095
H -1.4428 -2.7826 1.6208
H 0.2869 -3.3382 1.6997
H -0.7104 -3.0877 3.1623
H -0.3342 -0.8927 3.2590
H 1.1423 -1.2162 2.3652
H -1.5095 -0.0113 1.6418
H 0.7557 1.1745 2.1392
H 1.7453 -0.4560 0.1872
H 2.5094 1.0305 0.6996
H 1.2751 0.4421 -1.8744
H 3.7066 1.9395 -0.8783
H 4.3979 1.9480 -3.2514
H 3.0609 3.0481 -3.0881
H 2.2053 1.7471 -4.9858
H 1.9123 0.4214 -3.8484
H 3.4462 0.5555 -4.6781
H 1.4692 3.3254 -1.8102
H -0.1578 1.4763 -3.0651
H -1.3096 2.3410 -2.1251
H -0.1216 5.6353 -1.9069
H -2.2625 4.7018 -1.3424
H 1.4990 5.7749 1.8709
H -1.1473 1.5425 -0.1394
H -1.0184 3.5489 2.2185
H -1.1651 1.8942 2.6525
H -3.3581 2.2510 2.6169
H -3.1978 3.7239 1.7170
H -3.6723 0.9208 0.6591
H -3.0635 2.1685 -0.4456
H -5.1396 3.4784 0.9363
H -5.1248 2.8970 -0.7808
H -6.5556 0.0579 -0.9732
C 8.1259 -0.7763 -2.2255
O 7.8006 -0.0215 -1.0575
H 7.5407 -0.3984 -3.0568
H 9.1873 -0.6680 -2.4565
H 7.8866 -1.8320 -2.0676
H 8.3290 -0.3704 -0.3323
C 5.6579 5.1909 -4.2095
O 4.6881 4.5349 -3.3906
H 5.9042 4.5328 -5.0389
H 5.2513 6.1256 -4.6011
H 6.5620 5.3959 -3.6327
H 4.4811 5.1302 -2.6623
C -2.7467 -1.9110 4.9833
O -2.9558 -1.7924 3.5767
H -2.4495 -2.9349 5.1986
H -1.9534 -1.2313 5.3070
H -3.6684 -1.6829 5.5224
H -3.2204 -0.8817 3.4035
C 9.0172 0.6217 -5.9398
O 8.5759 -0.5546 -5.2686
H 8.3761 1.4474 -5.6389
H 10.0495 0.8503 -5.6643
H 8.9469 0.4890 -7.0220
H 9.1523 -1.2752 -5.5448
C -4.6681 -4.6909 2.3078
O -3.9991 -3.9720 1.2745
H -4.5568 -5.7540 2.1173
H -4.2217 -4.4496 3.2748
H -5.7305 -4.4353 2.3132
H -4.1090 -3.0337 1.4660
C -5.0191 -3.2348 -1.8814
O -3.6699 -3.1211 -2.3165
H -5.6705 -3.1951 -2.7525
H -5.1604 -4.1870 -1.3680
H -5.2646 -2.4092 -1.2064
H -3.1171 -3.1625 -1.5276
C -3.7291 -8.4081 3.0892
O -3.9829 -7.6552 4.2738
H -4.3285 -7.9975 2.2806
H -2.6707 -8.3381 2.8261
H -4.0041 -9.4534 3.2476
H -3.4410 -8.0377 4.9719
C -1.7964 -5.6813 6.1885
O -0.4536 -5.5487 5.7315
H -2.4595 -5.6579 5.3261
H -1.9204 -6.6335 6.7114
H -2.0485 -4.8546 6.8587
H 0.1191 -5.5728 6.5053
```

The charge is +1. Its spin multiplicity is 1.

***

The following E_tot values (in eV) correspond, in order, to the records above: -536464.9536 -140443.2391 -75475.5185 -183147.2953.